No. 1
ORCA calculation (ωB97M-V/def2-TZVPD) on a 2-piece molecular cluster, C4H6NO overall.

Last column: natural (NBO) charge in e.
Positions of all 12 atoms, in Å:
C: -2.12502 0.15404 0.15091  -0.1301
C: -2.11329 -0.97742 -0.52852  -0.7399
C: -0.18470 1.00457 0.38818  -0.6302
C: 1.20563 0.52307 0.63656  0.0362
N: 1.93238 -0.16170 -0.17602  -0.0965
O: 3.05922 -0.71143 0.10978  -0.6691
H: -3.05018 -1.31754 -0.73686  0.1899
H: -1.23102 -1.77038 -0.75874  0.1600
H: -0.31704 1.22300 -0.60277  0.1924
H: -0.34034 1.77115 1.14244  0.1921
H: 1.61303 0.52525 1.57563  0.1725
H: 1.55132 -0.26260 -1.20059  0.3228

Output
LUMO energy in eV: 4.5
Energy in Ha: -285.79092
Charge: -1
2S+1: 1

No. 2
ORCA calculation (ωB97M-V/def2-TZVPD) on C18H33NOPtSSi3Te as an isolated structure.

Last column: natural (NBO) charge in e.
Positions of all 59 atoms, in Å:
Pt: -0.54433 -0.67196 -0.96506  0.0322
C: -4.15150 -1.46118 1.47576  -1.1284
Si: -2.30879 -1.14352 1.69639  1.7436
C: -2.11169 0.74249 1.68436  -1.1364
C: -1.96607 -1.61310 3.48972  -1.1257
C: -1.19080 -2.03419 0.49423  -1.6729
Si: 0.19203 -3.14105 1.08006  1.7348
C: 1.16300 -3.88316 -0.34954  -1.1356
C: 1.43256 -2.13013 2.06777  -1.1283
C: -0.39491 -4.60905 2.09676  -1.1345
Si: -2.87017 -0.82672 -2.67402  1.3461
C: -3.90655 0.37923 -1.70231  -1.1453
C: -3.82176 -3.80958 -0.90719  -0.9306
C: -1.43735 0.07815 -3.52904  -0.2096
C: -1.47708 0.54011 -4.83552  -0.2267
C: -0.43075 1.30550 -5.33072  -0.1641
C: 0.63858 1.59247 -4.50108  -0.2401
C: 0.63382 1.09207 -3.20688  0.0531
N: -0.37199 0.35351 -2.73659  -0.4578
H: -4.68721 -0.75862 2.12092  0.2361
H: -4.43831 -2.46672 1.78747  0.2294
H: -4.50113 -1.30601 0.45356  0.2245
H: -1.29840 1.04470 2.35110  0.2249
H: -3.02375 1.22312 2.05173  0.2340
H: -1.90491 1.12765 0.68456  0.2296
H: -2.71211 -1.11609 4.11764  0.2355
H: -0.98461 -1.27701 3.82793  0.2290
H: -2.04150 -2.68313 3.67887  0.2314
H: 1.49589 -3.11409 -1.04847  0.2455
H: 0.58870 -4.62582 -0.90790  0.2306
H: 2.04753 -4.38827 0.05155  0.2343
H: 1.94613 -1.44296 1.38910  0.2277
H: 2.19077 -2.77695 2.51811  0.2375
H: 0.97189 -1.55105 2.87052  0.2285
H: -1.11888 -5.19674 1.52438  0.2286
H: -0.85838 -4.34056 3.04483  0.2318
H: 0.45621 -5.26121 2.31493  0.2338
H: -4.80404 -0.10498 -1.31262  0.2470
H: -4.22350 1.19024 -2.36495  0.2470
H: -3.34531 0.80202 -0.87075  0.2601
H: -4.01055 -3.75670 0.15726  0.2288
H: -3.69671 -4.84542 -1.21927  0.2229
H: -4.63610 -3.35237 -1.46819  0.2246
H: -2.33042 0.29528 -5.45614  0.2337
H: -0.45099 1.67477 -6.34799  0.2220
H: 1.47258 2.18862 -4.84337  0.2274
H: 1.44645 1.27625 -2.51725  0.2247
Te: -1.93711 -2.80420 -1.39623  0.8924
C: -3.98123 -1.49160 -4.02932  -0.7441
C: -3.72667 -2.55610 -4.85645  -0.2296
C: -4.76172 -2.81749 -5.79313  -0.2644
C: -5.80127 -1.94649 -5.66679  -0.4202
S: -5.52003 -0.82453 -4.41054  0.4764
H: -2.81679 -3.14056 -4.79298  0.2250
H: -4.73815 -3.61413 -6.52288  0.2269
H: -6.71472 -1.91494 -6.23892  0.2402
O: 1.16022 1.35054 0.62890  -0.9408
H: 1.18095 0.55017 1.16653  0.4784
H: 0.33123 1.77498 0.87350  0.4750

Output
LUMO energy in eV: 0.2
Energy in Ha: -2489.70533
2S+1: 1

No. 3
ORCA calculation (ωB97M-V/def2-TZVPD) on one molecule with the formula C6H10OS.

Last column: natural (NBO) charge in e.
Positions of all 18 atoms, in Å:
S: 2.07844 -0.17294 0.04002  -0.0625
C: 0.62200 0.90423 -0.09209  -0.3615
C: -0.41564 0.67296 1.06503  -0.2148
C: -0.70088 -0.82003 1.24331  -0.4444
C: -1.17674 -1.33235 -0.12309  -0.0730
O: -0.64898 -0.73714 -1.22670  -0.5146
C: -0.52659 0.67894 -1.07609  0.0893
C: -1.43959 1.24599 0.07897  -0.4441
H: 1.67895 -1.06989 -0.89134  0.1471
H: 1.02759 1.92328 0.01110  0.2299
H: -0.07069 1.10236 2.06964  0.2174
H: -1.43927 -0.86949 2.00886  0.2135
H: 0.18360 -1.35641 1.57173  0.2218
H: -1.03881 -2.38944 -0.22752  0.1943
H: -2.22510 -1.18756 -0.10630  0.1538
H: -0.53716 1.18164 -2.06406  0.2043
H: -2.47500 0.86219 0.09201  0.2171
H: -1.34272 2.36901 0.13276  0.2266

Output
SMILES string: S[C@@H]1[C@@H]2CCO[C@H]1C2
LUMO energy in eV: 0.9
Energy in Ha: -707.98133
2S+1: 1

No. 4
ORCA calculation (ωB97M-V/def2-TZVPD) on C39H44N5O5PSn as an isolated structure.

Last column: natural (NBO) charge in e.
Positions of all 95 atoms, in Å:
Sn: -0.32502 0.83102 -0.45694  1.3422
C: -2.45358 4.06111 1.67782  -0.6130
C: -1.98009 2.66898 2.07324  0.1447
C: -2.09217 2.43478 3.57518  -0.6262
O: -0.61171 2.59517 1.67607  -0.7299
C: -2.85631 1.62518 1.33944  0.7814
O: -4.04638 1.57616 1.64499  -0.7021
O: -2.29389 0.87413 0.47095  -0.8759
H: -1.94207 4.80895 2.28828  0.1931
H: -3.53051 4.13826 1.81843  0.2210
H: -2.21559 4.24563 0.62881  0.2294
H: -1.51881 3.19805 4.10625  0.1962
H: -1.70107 1.44830 3.84201  0.2157
H: -3.13680 2.47479 3.87952  0.2282
H: -0.18767 1.85840 2.14002  0.4926
O: 4.33880 -1.21718 3.39440  -0.7652
C: 3.25205 -1.12974 2.79856  0.7910
O: 3.04117 -0.92965 1.58011  -0.8085
C: 1.99039 -1.34444 3.69402  -0.8408
P: 0.40907 -1.13651 2.77482  0.8586
C: -0.86068 -1.44298 4.06976  -0.3442
C: -0.60053 -1.85536 5.37533  -0.2210
C: -1.62780 -1.97028 6.30459  -0.2287
C: -2.93389 -1.67711 5.94139  -0.2330
C: -3.20808 -1.26101 4.64393  -0.2337
C: -2.18028 -1.13785 3.72279  -0.1424
C: 0.30675 -2.72671 1.85924  -0.2324
C: -0.19632 -3.90107 2.41466  -0.2396
C: -0.30031 -5.05527 1.65130  -0.2389
C: 0.08855 -5.04581 0.31870  -0.2098
C: 0.59672 -3.88380 -0.24320  -0.2091
C: 0.71556 -2.73712 0.52656  -0.1959
H: 2.01616 -0.63420 4.52417  0.2280
H: 2.08610 -2.34842 4.11854  0.2188
H: 0.41482 -2.09061 5.67078  0.2135
H: -1.40420 -2.28888 7.31674  0.1956
H: -3.73416 -1.75838 6.66793  0.1959
H: -4.21798 -1.00462 4.34796  0.2156
H: -2.40214 -0.77867 2.72170  0.2331
H: -0.53341 -3.91006 3.44482  0.2072
H: -0.70528 -5.95831 2.09471  0.1925
H: -0.02145 -5.93788 -0.28717  0.1941
H: 0.86602 -3.85013 -1.29183  0.2217
H: 1.11152 -1.83021 0.09473  0.2436
C: -4.92366 2.56049 -3.86052  -0.2314
C: -4.55242 1.40871 -3.13578  -0.2417
C: -3.34047 1.34450 -2.50688  -0.1418
C: -2.41875 2.42277 -2.56203  -0.1105
C: -1.14820 2.36539 -1.90006  -0.5050
C: -0.32737 3.46420 -2.02614  -0.2656
C: -0.68970 4.61141 -2.77144  -0.2219
C: -1.90077 4.66896 -3.39460  -0.2359
C: -2.79726 3.57439 -3.30377  0.0128
C: -4.06256 3.61735 -3.94151  -0.2271
H: -5.89105 2.60550 -4.34896  0.1897
H: -5.23084 0.56631 -3.07432  0.2023
H: -3.06085 0.45653 -1.95908  0.2520
H: 0.64169 3.46756 -1.53443  0.2258
H: 0.00217 5.44449 -2.83980  0.1946
H: -2.19770 5.54310 -3.96662  0.1837
H: -4.33332 4.51165 -4.49488  0.1843
C: -2.77946 -2.01562 -0.27074  -0.6220
C: -1.94330 -1.92878 -1.50574  0.1072
C: -1.91923 -2.81555 -2.56246  -0.3453
C: -0.96440 -2.32669 -3.48951  -0.3620
C: -0.46123 -1.16075 -2.95125  0.1025
C: 0.61560 -0.27624 -3.50029  -0.6263
N: -1.05780 -0.90751 -1.74316  -0.7263
H: -3.30942 -2.97113 -0.26144  0.1966
H: -3.50788 -1.20756 -0.19291  0.2278
H: -2.16462 -1.97345 0.63254  0.2061
H: -2.51698 -3.71328 -2.64176  0.1891
H: -0.67710 -2.76129 -4.43726  0.1883
H: 0.68173 -0.38817 -4.58466  0.2043
H: 1.60158 -0.51515 -3.08424  0.1945
H: 0.42325 0.77859 -3.29505  0.2287
C: 4.97200 -1.48183 -2.56720  -0.6153
C: 6.11941 -0.58608 -2.11455  -0.2174
C: 6.55914 0.35734 -3.22903  -0.6105
C: 5.75855 0.15667 -0.82547  -0.2221
N: 4.68198 1.11046 -0.99366  -0.2010
C: 3.38473 0.94879 -0.71596  0.1670
N: 2.76787 2.07343 -0.97542  -0.3114
N: 3.71420 2.93246 -1.41075  -0.0881
N: 4.86636 2.36604 -1.43800  -0.1029
H: 5.24230 -2.03378 -3.46940  0.1998
H: 4.08468 -0.88921 -2.80125  0.2157
H: 4.69422 -2.20123 -1.79545  0.2238
H: 6.97300 -1.21929 -1.84311  0.1937
H: 5.73973 1.00897 -3.53379  0.2213
H: 6.88069 -0.21543 -4.10158  0.1958
H: 7.38432 0.99792 -2.91255  0.2041
H: 6.61498 0.69179 -0.41555  0.2098
H: 5.40902 -0.55087 -0.07137  0.2576
H: 2.94761 0.08647 -0.23121  0.2893

Output
LUMO energy in eV: 4.4
Energy in Ha: -2718.30329
Charge: -2
2S+1: 1